Molecular formula: C4H6O2
Method: DFT, the ωB97M-V functional and the def2-TZVPD basis

Atoms and positions in Å:
O: -1.47912 0.47996 0.69273
C: -0.59452 -0.20077 -0.19017
C: 0.25722 0.79093 -0.97686
C: 0.23940 -1.15901 0.62561
C: 1.24017 -0.74150 1.37237
O: 2.14107 -0.37266 2.01583
H: -2.01341 1.08398 0.15971
H: -1.17523 -0.81348 -0.89681
H: 0.91775 0.26896 -1.67486
H: -0.37408 1.47937 -1.55058
H: -0.03116 -2.20524 0.71754
H: 0.87191 1.38946 -0.29450

As for the SMILES: C[C@H](O)C=C=O. The highest occupied orbital energy is -9.15 eV. The lowest unoccupied orbital energy is 0.7 eV. The frontier orbital gap is 9.9 eV. Its multiplicity is 1. Its total charge is 0.

Atom-resolved charges from Mulliken, all expressed in e:
1. O -0.52
2. C 0.26
3. C -1.16
4. C -0.72
5. C 0.65
6. O -0.39
7. H 0.32
8. H 0.25
9. H 0.31
10. H 0.36
11. H 0.31
12. H 0.32

Molecular formula: C9H21FINbO4P
Method: DFT, the ωB97M-V functional and the def2-TZVPD basis

Atoms and positions in Å:
C: -1.50385 -2.66386 3.08066
C: -1.50502 -2.84546 1.89083
C: -1.43251 -3.12463 0.46818
Nb: -1.35408 -5.36841 0.05288
F: -1.35692 -7.23777 -0.22235
I: 1.43164 -5.10035 -0.25354
H: -1.58295 -2.83106 4.12505
H: -0.55715 -2.62542 0.05668
H: -2.33695 -2.71688 0.01195
H: -1.63026 -4.94869 -1.73079
H: -3.13199 -5.31963 0.27767
H: -1.11371 -5.53670 1.87181
O: -0.19283 -0.08858 -1.00466
P: 0.28585 1.06834 -0.23834
O: -0.53594 2.37101 -0.76823
C: -1.93538 2.45771 -0.48078
C: -2.23618 2.61223 0.99835
O: 1.75112 1.32137 -0.89438
C: 2.27803 0.47425 -1.91405
C: 1.86410 0.94115 -3.29421
O: 0.68811 1.59329 1.19726
C: 1.92404 2.21941 1.56846
C: 2.10413 3.59854 0.97626
H: -2.43961 1.57395 -0.88178
H: -2.30260 3.32529 -1.02876
H: -1.93477 1.72730 1.56206
H: -3.30587 2.75721 1.15341
H: -1.69631 3.46225 1.41705
H: 1.99701 -0.56316 -1.74223
H: 3.36455 0.52723 -1.81696
H: 0.79179 1.12590 -3.34179
H: 2.13619 0.20128 -4.04756
H: 2.36045 1.88302 -3.53979
H: 2.76106 1.56434 1.33853
H: 1.88733 2.30137 2.65547
H: 1.98508 3.60671 -0.10378
H: 3.10454 3.96384 1.21398
H: 1.36989 4.29360 1.38744

The highest occupied orbital energy is -4.65 eV. The lowest unoccupied orbital energy is 2.3 eV. The frontier orbital gap is 7.0 eV. Its multiplicity is 1. Its total charge is -1.

Atom-resolved charges from Mulliken, all expressed in e:
1. C -0.31
2. C 0.13
3. C -0.98
4. Nb -0.16
5. F -0.57
6. I -0.35
7. H 0.43
8. H 0.40
9. H 0.34
10. H 0.02
11. H 0.01
12. H 0.04
13. O -0.78
14. P 1.03
15. O -0.31
16. C -0.36
17. C -0.96
18. O -0.38
19. C -0.32
20. C -1.08
21. O -0.31
22. C -0.21
23. C -1.04
24. H 0.32
25. H 0.31
26. H 0.27
27. H 0.40
28. H 0.21
29. H 0.34
30. H 0.34
31. H 0.27
32. H 0.38
33. H 0.29
34. H 0.28
35. H 0.36
36. H 0.28
37. H 0.37
38. H 0.29

Molecular formula: ClH5N2Si
Method: DFT, the ωB97M-V functional and the def2-TZVPD basis

Atoms and positions in Å:
N: 0.74121 0.72898 1.84340
N: -1.72533 -0.02965 -1.47166
Si: -0.60241 -1.06820 -1.19640
Cl: 1.26093 -1.35566 -2.08171
H: 1.24705 1.47526 2.26849
H: 0.06133 1.16287 1.18822
H: -1.88343 0.80836 -1.90339
H: 1.39156 0.19229 1.30147
H: -0.49092 -1.91426 0.05157

The highest occupied orbital energy (spin up / spin down) is -5.95 / -10.34 eV. The lowest unoccupied orbital energy (spin up / spin down) is 0.3 / -3.6 eV. The frontier orbital gap (spin up / spin down) is 6.3 / 6.8 eV. Its multiplicity is 3. Its total charge is 0.

Atom-resolved charges from Mulliken, all expressed in e:
1. N -0.65
2. N -0.23
3. Si 0.18
4. Cl -0.21
5. H 0.22
6. H 0.20
7. H 0.28
8. H 0.24
9. H -0.03